<1>
This record from the OMol25 dataset describes a molecular structure, C4H6N2O2. The level of theory is ωB97M-V with the def2-TZVPD basis set.

Cartesian coordinates (Å):
C 1.20 -0.51 -0.93
C 0.45 -0.90 0.39
C -1.68 -0.05 1.44
C -1.14 0.71 0.33
H 1.09 2.33 -1.81
H 2.10 -1.31 -1.10
H -1.92 -1.09 1.02
H -2.28 0.38 2.54
H -1.48 1.71 0.52
H -1.43 0.64 -0.77
N 0.98 0.60 -1.60
N -0.07 0.12 1.25
O 0.18 1.70 -1.23
O 0.39 -2.09 0.56

Calculated values
Kohn-Sham gap ... 9.64 eV
Net charge ... 0


<2>
This record from the OMol25 dataset describes a single C4H6N2O2 molecule. The level of theory is ωB97M-V with the def2-TZVPD basis set.

Cartesian coordinates (Å):
C -0.22 -1.29 1.22
C 0.04 -0.35 0.39
C 0.80 0.77 0.72
N 0.84 1.92 0.13
O 1.65 2.89 0.59
N -0.52 -0.39 -0.95
C -1.42 -1.34 -1.51
O -2.24 -2.13 -0.86
H -0.72 -2.19 0.85
H 0.23 -1.20 2.17
H 1.52 0.74 1.62
H 1.64 3.35 -0.24
H -0.22 0.37 -1.53
H -1.38 -1.15 -2.62

Calculated values
Kohn-Sham gap ... 9.52 eV
Net charge ... 0


Referenced to the most stable arrangement, the calculated values in eV are <1> 4.716; <2> 0.000.


<1>
This record from the OMol25 dataset describes a single C5H11N molecule. The level of theory is ωB97M-V with the def2-TZVPD basis set.

Cartesian coordinates (Å):
C -0.80 1.55 0.17
C -1.57 -1.15 -0.21
N -0.30 -0.90 0.12
C 0.56 -1.88 0.41
C 0.27 0.48 0.27
C 1.47 0.73 -0.63
H -1.40 1.34 -0.72
H -1.43 1.52 1.06
H -0.36 2.55 0.08
H -2.34 -0.41 0.00
H -1.84 -2.19 -0.42
H 0.18 -2.72 0.98
H 1.60 -1.80 0.13
H 0.64 0.41 1.29
H 2.27 0.02 -0.45
H 1.86 1.73 -0.38
H 1.19 0.72 -1.69

Calculated values
Kohn-Sham gap ... 7.62 eV
Net charge ... 0


<2>
This record from the OMol25 dataset describes a single C5H11N molecule. The level of theory is ωB97M-V with the def2-TZVPD basis set.

Cartesian coordinates (Å):
C 2.41 -0.67 0.40
C 1.24 -0.13 -0.42
C -0.05 -0.04 0.37
C -0.64 1.24 0.85
N -1.19 0.54 -0.30
C -2.46 -0.14 -0.10
H 2.68 0.02 1.21
H 2.15 -1.63 0.87
H 3.29 -0.83 -0.22
H 1.47 0.86 -0.83
H 1.05 -0.79 -1.28
H -0.25 -0.91 1.01
H -0.15 2.18 0.64
H -1.22 1.21 1.77
H -2.52 -1.00 -0.78
H -3.28 0.54 -0.34
H -2.60 -0.50 0.93

Calculated values
Kohn-Sham gap ... 10.30 eV
Net charge ... 0


<3>
This record from the OMol25 dataset describes a single C5H11N molecule. The level of theory is ωB97M-V with the def2-TZVPD basis set.

Cartesian coordinates (Å):
C 1.75 -1.05 -0.16
C 0.93 0.07 -0.18
N 1.52 1.32 -0.21
C -0.50 -0.05 0.20
C -1.23 -1.31 -0.22
C -1.36 1.20 0.21
H 1.38 -2.03 -0.38
H 2.81 -0.94 -0.38
H 1.11 2.01 0.41
H 2.53 1.33 -0.18
H 0.24 -0.38 1.19
H -0.72 -2.22 0.11
H -2.22 -1.35 0.23
H -1.34 -1.36 -1.31
H -1.60 1.53 1.23
H -0.96 2.10 -0.26
H -2.34 1.14 -0.28

Calculated values
Kohn-Sham gap ... 8.42 eV
Net charge ... 0


<4>
This record from the OMol25 dataset describes a molecular structure, C5H11N. The level of theory is ωB97M-V with the def2-TZVPD basis set.

Cartesian coordinates (Å):
C 1.76 0.45 -0.64
N 1.18 -0.34 0.35
C 0.57 0.12 1.60
C -0.11 -0.60 0.51
C -0.89 1.15 -0.87
C -1.09 -1.66 0.20
H 1.94 -0.09 -1.57
H 0.46 1.07 -0.82
H 2.63 1.01 -0.29
H 0.36 1.19 1.69
H 0.95 -0.36 2.50
H -1.62 1.22 -0.06
H -1.29 0.49 -1.65
H -0.83 2.16 -1.31
H -2.07 -1.36 0.56
H -1.16 -1.84 -0.88
H -0.82 -2.60 0.69

Calculated values
Kohn-Sham gap ... 8.34 eV
Net charge ... 0


Referenced to the most stable arrangement, the calculated values in eV are <1> 1.621; <2> 0.000; <3> 1.163; <4> 4.245.


<1>
This record from the OMol25 dataset describes a molecular structure, C5H11N. The level of theory is ωB97M-V with the def2-TZVPD basis set.

Cartesian coordinates (Å):
C 2.54 0.22 0.26
C 1.14 -0.38 0.17
C 0.08 0.68 -0.12
N -1.26 0.13 -0.16
C -2.12 -0.15 0.85
C -1.97 -0.43 -1.17
H 2.82 0.71 -0.68
H 3.29 -0.55 0.47
H 2.60 0.97 1.05
H 1.10 -1.14 -0.62
H 0.88 -0.88 1.11
H 0.27 1.18 -1.08
H 0.08 1.44 0.67
H -2.35 -1.17 1.10
H -2.46 0.65 1.52
H -1.52 -1.18 -1.83
H -2.93 -0.01 -1.43

Calculated values
Kohn-Sham gap ... 8.73 eV
Net charge ... 0


<2>
This record from the OMol25 dataset describes a single C5H11N molecule. The level of theory is ωB97M-V with the def2-TZVPD basis set.

Cartesian coordinates (Å):
C 0.47 -1.86 -0.16
C 0.17 -0.40 -0.43
C 0.56 0.19 -1.76
C -0.30 0.32 0.59
C -0.53 1.80 0.54
N -0.49 -0.22 1.86
H 0.95 -2.34 -0.99
H 1.16 -1.94 0.68
H -0.46 -2.40 0.05
H 0.53 -0.56 -2.55
H -0.16 0.93 -2.09
H 1.54 0.65 -1.73
H -1.52 2.11 0.87
H -0.43 2.18 -0.48
H 0.18 2.39 1.10
H -0.68 -1.20 1.97
H -0.99 0.34 2.53

Calculated values
Kohn-Sham gap ... 8.55 eV
Net charge ... 0


<3>
This record from the OMol25 dataset describes 2 unconnected molecules or ions with the total composition C5H11N. The level of theory is ωB97M-V with the def2-TZVPD basis set.

Cartesian coordinates (Å):
C -0.62 -3.23 0.43
C -0.05 -2.02 0.46
N -0.57 -0.81 -0.02
C -0.91 -0.77 -1.24
H -1.54 -3.38 -0.11
H -0.02 -4.02 0.86
H 0.91 -1.89 0.97
H -1.47 0.10 -1.57
H -0.83 -1.67 -1.86
C -0.09 2.46 0.36
C 1.34 1.96 0.17
H -0.82 1.68 0.19
H -0.29 3.32 -0.28
H -0.17 2.80 1.40
H 1.44 1.53 -0.84
H 2.08 2.76 0.22
H 1.60 1.17 0.87

Calculated values
Kohn-Sham gap ... 10.24 eV
Net charge ... 0


Referenced to the most stable arrangement, the calculated values in eV are <1> 3.017; <2> 0.000; <3> 1.387.


<1>
This record from the OMol25 dataset describes a single C5H11N molecule. The level of theory is ωB97M-V with the def2-TZVPD basis set.

Cartesian coordinates (Å):
C -1.63 1.35 -0.09
C -1.06 -0.09 -0.06
C -2.14 -1.12 0.07
C 0.30 -0.39 -0.08
C 1.48 0.42 0.23
N 2.94 -0.33 -0.05
H -0.78 2.02 -0.32
H -2.16 1.72 0.85
H -2.49 1.50 -0.91
H -2.68 -0.95 1.05
H -2.91 -1.08 -0.80
H -1.65 -2.22 -0.03
H 0.44 -1.40 0.14
H 1.53 0.59 1.36
H 1.51 1.40 -0.33
H 3.69 0.35 0.22
H 3.20 -0.57 -1.22

Calculated values
Kohn-Sham gap ... 9.78 eV
Net charge ... 0


<2>
This record from the OMol25 dataset describes a single C5H11N molecule. The level of theory is ωB97M-V with the def2-TZVPD basis set.

Cartesian coordinates (Å):
C 2.42 -0.69 0.34
C 1.23 -0.14 -0.46
C -0.06 -0.11 0.32
C -0.59 1.12 0.95
N -1.21 0.58 -0.24
C -2.50 -0.05 -0.05
H 2.66 -0.05 1.20
H 2.22 -1.70 0.71
H 3.32 -0.73 -0.28
H 1.47 0.88 -0.80
H 1.09 -0.75 -1.37
H -0.30 -1.04 0.85
H -0.06 2.06 0.80
H -1.13 1.03 1.90
H -2.44 -0.93 0.60
H -2.92 -0.36 -1.02
H -3.21 0.65 0.40

Calculated values
Kohn-Sham gap ... 10.24 eV
Net charge ... 0


Referenced to the most stable arrangement, the calculated values in eV are <1> 1.543; <2> 0.000.